DFT (wB97M-V/def2-TZVPD) results for an isolated molecule of C5H9NO.

Last column: Löwdin charge in e.
Cartesian coordinates (Å):
H (-0.544268, 0.525970, -2.565952)  0.12
H (0.078214, 1.577838, 1.706286)  0.09
H (0.763682, -2.071183, 0.718991)  0.08
H (0.048258, -1.293032, 2.068399)  0.08
C (0.620212, -1.090408, 1.165479)  -0.03
C (-0.654412, 1.085958, 1.064852)  -0.03
H (0.316187, -1.032826, -2.494986)  0.11
N (-0.866560, -0.605514, -0.769431)  -0.01
C (-0.037719, -0.184549, -1.904974)  -0.11
C (0.981307, 0.442249, -0.947293)  -0.29
H (-1.105823, 1.833083, 0.402744)  0.08
O (2.001204, 1.051367, -1.117006)  0.12
H (-1.762298, -0.139968, -0.780294)  0.10
C (0.022712, -0.020994, 0.252566)  -0.48
H (1.591787, -0.758487, 1.491322)  0.08
H (-1.452483, 0.680494, 1.709296)  0.09

Atoms 1-2, force components in eV/Å:
H 0.285 0.061 -0.078
H -0.065 0.060 0.006

The value obtained for the highest occupied orbital energy is -9.4 eV. The spin multiplicity is 1. The energy above the lowest of the compared OMol25 structures with the same formula, charge and spin comes out at 169.7 kJ/mol. The LUMO energy comes out at 0.93 eV. As for the total charge: 0. Its total energy is -8867.45362 eV. The calculation puts the molar mass at 99.13 g/mol.